Computed, not measured: 5 unconnected molecules or ions with the total composition C22H32F4NO13, with ωB97M-V/def2-TZVPD.

The HOMO energy comes out at -0.480 Ha. The gap between HOMO and LUMO is 9.937 eV. The energy comes out at -62304.4615 eV.

ORCA input file:
```
! RIJCOSX wB97M-V def2-TZVPD def2/J DEFGRID3
* xyz 1 1
C -0.258 3.481 2.838
C -0.346 2.008 2.476
C -0.345 1.769 0.929
C -1.016 0.474 0.820
N -2.256 0.555 0.553
C -3.099 -0.651 0.522
C -4.176 -0.698 1.608
C -5.131 0.473 1.569
O -5.416 0.828 0.239
C -6.133 2.044 0.156
C -2.645 1.939 0.294
C -1.320 2.684 0.174
H -1.226 3.956 2.805
H 0.169 3.561 3.826
H 0.404 3.980 2.141
H -1.274 1.598 2.867
H 0.450 1.420 2.917
H 0.661 1.785 0.550
H -0.453 -0.422 1.015
H -2.432 -1.469 0.742
H -3.498 -0.853 -0.459
H -3.740 -0.772 2.594
H -4.752 -1.596 1.433
H -4.688 1.325 2.093
H -6.045 0.246 2.115
H -7.141 1.903 0.532
H -5.658 2.825 0.749
H -6.173 2.363 -0.871
H -3.073 1.925 -0.708
H -3.453 2.364 0.862
H -1.016 2.630 -0.866
H -1.341 3.725 0.444
C -5.045 -4.891 -0.279
C -4.385 -6.152 0.222
O -3.054 -5.715 0.469
C -3.109 -4.398 0.766
O -2.230 -3.782 1.276
O -4.309 -3.866 0.416
F -4.369 -7.119 -0.717
H -4.911 -4.767 -1.353
H -6.104 -4.835 -0.041
H -4.807 -6.554 1.144
C 4.039 1.185 -1.109
C 5.066 1.457 -0.034
O 4.620 2.699 0.508
C 3.282 2.757 0.330
O 2.549 3.526 0.865
O 2.870 1.810 -0.552
F 6.306 1.620 -0.551
H 4.296 1.669 -2.051
H 3.871 0.127 -1.284
H 5.103 0.707 0.754
C 8.936 -1.600 -0.526
C 9.573 -1.742 0.836
O 8.692 -0.993 1.662
C 7.465 -1.034 1.085
O 6.452 -0.724 1.626
O 7.547 -1.479 -0.189
F 10.804 -1.189 0.883
H 9.268 -0.693 -1.032
H 9.106 -2.456 -1.172
H 9.628 -2.766 1.208
C -0.738 0.916 -3.520
C -0.633 -0.175 -4.559
O 0.733 -0.094 -4.934
C 1.429 0.390 -3.864
O 2.603 0.347 -3.734
O 0.570 0.926 -2.949
F -1.413 0.071 -5.633
H -0.947 1.886 -3.974
H -1.490 0.707 -2.760
H -0.844 -1.180 -4.188
*
```